No. 1
Molecular formula: C52H38Br2NO36S2
Method: DFT, ωB97M-V/def2-TZVPD

```
131
Properties=species:S:1:pos:R:3:forces:R:3
C 2.172 1.175 5.785 0.014 0.315 -0.987
C 0.893 1.519 5.080 -0.597 0.963 0.294
Br 0.498 0.317 3.659 0.021 0.097 0.109
C 0.074 2.551 5.355 0.836 -0.915 -0.153
Br 0.552 3.753 6.749 -0.045 -0.139 -0.043
S -1.461 3.014 4.532 -1.157 0.860 -0.110
O -1.073 3.715 3.329 0.341 -0.520 -0.122
O -2.151 3.848 5.503 0.290 -0.425 -0.082
N -2.296 1.711 4.147 0.494 0.376 0.788
S -2.854 0.833 5.383 -0.191 -1.453 -0.330
C -4.194 1.704 6.148 -0.102 0.157 0.425
O -3.459 -0.362 4.822 0.025 0.530 -0.159
O -1.867 0.559 6.413 -0.020 0.631 -0.056
H 2.041 0.348 6.469 -0.090 -0.010 0.194
H 2.622 2.042 6.255 -0.183 0.047 0.334
H 2.871 0.869 5.004 0.075 -0.200 0.117
H -5.001 1.868 5.441 0.110 0.016 -0.211
H -3.855 2.636 6.585 0.127 0.103 -0.146
H -4.546 1.050 6.943 0.031 -0.143 -0.019
C 4.219 -3.028 7.899 0.052 0.205 0.056
C 4.812 -4.224 7.827 -0.187 0.164 0.272
C 5.682 -4.610 6.664 0.093 0.160 -0.366
O 6.201 -5.712 6.685 -0.048 -0.123 0.167
C 5.853 -3.657 5.582 0.075 -0.168 0.030
C 5.253 -2.461 5.651 0.177 -0.112 -0.262
C 4.405 -2.066 6.830 -0.177 -0.215 0.359
O 3.908 -0.957 6.819 0.252 -0.001 -0.099
O 5.356 -1.542 4.702 -0.049 0.038 0.130
O 4.685 -5.152 8.770 0.172 -0.054 -0.109
H 3.591 -2.742 8.729 -0.030 -0.037 -0.005
H 6.466 -3.952 4.742 -0.005 0.023 -0.015
H 4.823 -0.780 5.003 -0.064 0.049 0.010
H 5.216 -5.911 8.466 0.058 -0.063 -0.032
C 2.877 6.633 4.634 0.009 -0.190 0.129
C 3.123 7.826 4.082 -0.115 -0.053 0.247
C 3.806 7.962 2.749 0.163 -0.631 -0.532
O 3.978 9.087 2.312 -0.024 0.398 0.138
C 4.226 6.756 2.061 -0.119 0.801 -0.158
C 3.981 5.560 2.612 0.801 -0.787 0.038
C 3.279 5.423 3.936 -0.335 0.439 0.201
O 3.086 4.302 4.355 0.148 -0.451 -0.059
O 4.331 4.412 2.047 5.247 6.031 6.581
O 2.789 8.979 4.657 0.052 -0.039 -0.074
H 2.383 6.522 5.589 -0.057 -0.001 -0.021
H 4.728 6.867 1.110 0.053 -0.004 0.019
H 4.018 3.713 2.654 0.154 0.185 0.124
H 3.078 9.676 4.041 0.031 0.054 -0.106
C -1.119 -1.370 -0.314 -0.124 0.053 -0.259
C -0.087 -1.835 0.403 -0.249 0.114 0.159
C 1.225 -2.200 -0.236 0.159 -0.061 -0.403
O 2.118 -2.601 0.488 -0.056 0.001 0.195
C 1.351 -2.069 -1.675 0.092 -0.029 0.184
C 0.324 -1.603 -2.403 0.334 0.014 -0.138
C -0.984 -1.203 -1.751 -0.023 -0.049 0.505
O -1.872 -0.757 -2.453 0.049 0.137 -0.137
O 0.400 -1.453 -3.718 -0.179 0.134 0.515
O -0.137 -2.002 1.716 0.162 -0.097 -0.211
H -2.061 -1.095 0.140 0.026 0.028 0.040
H 2.293 -2.352 -2.124 -0.004 0.015 -0.034
H -0.464 -1.098 -4.007 0.008 0.032 -0.264
H 0.749 -2.321 1.974 0.062 -0.040 0.130
C -5.426 -1.859 -5.603 -0.063 -0.102 0.006
C -4.223 -1.524 -5.105 -0.259 0.228 0.124
C -2.999 -2.357 -5.384 -0.090 -0.188 -0.216
O -1.949 -1.956 -4.929 0.086 -0.188 -0.307
C -3.141 -3.563 -6.181 0.142 0.049 0.102
C -4.344 -3.891 -6.670 0.249 -0.154 -0.038
C -5.561 -3.044 -6.418 -0.054 0.365 0.267
O -6.615 -3.399 -6.924 0.019 -0.142 -0.170
O -4.557 -4.970 -7.412 -0.094 0.071 0.037
O -4.027 -0.459 -4.350 0.186 -0.154 -0.247
H -6.310 -1.270 -5.412 0.003 0.028 0.089
H -2.257 -4.157 -6.362 -0.011 -0.014 -0.019
H -5.507 -4.958 -7.636 -0.081 0.022 -0.044
H -3.081 -0.448 -4.085 -0.016 0.002 0.220
C 1.032 -6.894 8.507 0.113 0.101 0.002
C 0.037 -7.784 8.417 0.251 -0.007 0.194
C -1.104 -7.610 7.452 -0.133 0.334 -0.316
O -1.954 -8.482 7.427 0.029 -0.181 0.156
C -1.129 -6.425 6.619 -0.096 -0.174 0.018
C -0.136 -5.526 6.709 -0.253 0.041 -0.172
C 1.020 -5.715 7.657 0.089 -0.292 0.285
O 1.897 -4.873 7.670 -0.196 0.162 -0.219
O -0.101 -4.424 5.980 0.160 -0.092 0.091
O -0.025 -8.885 9.159 -0.071 0.010 -0.071
H 1.858 -7.010 9.195 -0.003 -0.007 0.004
H -1.962 -6.300 5.943 0.011 0.046 -0.012
H 0.706 -3.939 6.234 0.011 0.093 0.014
H -0.842 -9.342 8.884 -0.078 -0.032 -0.041
C -0.123 2.387 -8.254 0.121 0.067 -0.167
C -0.816 1.961 -7.193 -0.178 0.243 -0.205
C -0.185 1.123 -6.116 0.384 -0.111 0.068
O -0.897 0.815 -5.175 -0.144 -0.035 0.016
C 1.207 0.738 -6.261 -0.261 -0.190 -0.010
C 1.898 1.164 -7.325 0.054 -0.193 0.233
C 1.281 2.032 -8.383 -0.410 0.157 -0.086
O 1.983 2.389 -9.311 0.216 -0.075 -0.005
O 3.175 0.852 -7.532 -0.052 0.068 -0.049
O -2.100 2.248 -7.001 0.113 -0.099 0.025
H -0.563 2.995 -9.032 -0.017 0.010 0.013
H 1.643 0.111 -5.499 -0.001 0.018 0.038
H 3.424 1.289 -8.366 0.029 0.054 -0.078
H -2.348 1.827 -6.156 -0.019 -0.017 0.099
C -7.250 1.754 -8.497 -0.020 0.161 -0.053
C -6.850 0.477 -8.407 -0.211 0.162 0.217
C -5.867 -0.119 -9.379 0.233 0.148 -0.329
O -5.536 -1.278 -9.213 -0.071 -0.087 0.171
C -5.368 0.717 -10.456 0.025 -0.165 0.025
C -5.772 1.991 -10.548 0.208 -0.160 -0.184
C -6.734 2.595 -9.561 -0.225 -0.145 0.376
O -7.034 3.764 -9.711 0.078 0.103 -0.196
O -5.361 2.816 -11.503 -0.075 0.040 0.079
O -7.275 -0.352 -7.464 0.092 0.035 -0.316
H -7.951 2.193 -7.803 0.007 -0.021 0.026
H -4.674 0.276 -11.158 0.011 0.023 -0.008
H -5.803 3.668 -11.327 -0.031 0.077 0.030
H -6.837 -1.208 -7.641 -0.149 -0.177 0.048
C 4.289 2.636 -0.961 -0.016 0.009 0.358
C 4.056 2.149 -2.184 0.371 -0.020 -0.014
C 2.669 2.045 -2.747 -0.433 -0.028 0.120
O 2.556 1.590 -3.876 0.252 0.047 0.023
C 1.557 2.459 -1.928 -0.061 -0.091 -0.194
C 1.774 2.939 -0.690 -0.144 0.218 -0.321
C 3.173 3.074 -0.132 -0.226 -0.221 -1.171
O 3.310 3.542 0.976 -5.701 -5.821 -5.284
O 0.792 3.312 0.103 0.337 0.101 0.312
O 5.022 1.722 -2.997 -0.138 0.070 0.075
H 5.285 2.720 -0.549 0.025 -0.018 -0.025
H 0.562 2.353 -2.340 -0.028 -0.016 0.048
H 1.183 3.589 0.961 -0.277 -0.080 -0.137
H 4.572 1.428 -3.810 -0.081 -0.030 -0.093
```
Positions in Å, forces in eV/Å.

Calculated values
HOMO level: -6.2 eV
Net charge: -1

No. 2
Molecular formula: C52H40GaNO14
Method: DFT, ωB97M-V/def2-TZVPD

```
108
Properties=species:S:1:pos:R:3:forces:R:3
C 0.305 4.476 -1.944 -0.478 0.297 -0.149
C -0.014 3.522 -1.051 1.208 -0.173 0.868
Ga 0.621 1.570 -1.217 0.925 0.016 0.884
C -0.546 0.515 -2.532 -0.271 0.056 -0.395
C -0.182 0.661 -3.987 -0.547 -0.030 1.409
C -0.991 1.472 -4.761 -0.313 0.309 0.034
C -0.770 1.643 -6.107 -0.833 0.480 0.083
C 0.271 0.972 -6.685 0.314 0.168 -1.347
C 1.088 0.184 -5.921 0.719 -0.681 -0.190
C 0.888 0.002 -4.571 0.516 -0.035 0.288
C 1.816 -0.913 -3.807 -0.870 -0.237 -0.154
C 2.610 1.645 -1.743 1.642 -0.170 -0.244
O 3.392 0.974 -1.013 -0.550 -0.246 0.303
O 2.998 2.327 -2.719 -0.666 0.336 -0.190
C 0.360 0.630 0.619 0.250 0.350 -0.514
C -0.913 0.153 0.922 -1.161 0.108 -1.188
C -1.253 -0.515 2.065 0.319 -0.159 0.510
C -0.217 -0.704 2.966 -0.907 -0.302 0.182
C 1.004 -0.182 2.632 1.366 -0.150 1.016
N 1.343 0.464 1.525 -0.404 0.055 -0.051
H -0.477 4.993 -2.521 0.070 1.013 1.008
H 1.333 4.779 -2.147 0.051 -1.163 -1.129
H -0.641 3.766 -0.184 -1.506 -0.442 -1.094
H -1.572 0.891 -2.420 0.074 -0.042 0.065
H -0.602 -0.553 -2.290 0.253 0.140 0.309
H -1.822 1.963 -4.269 -0.004 0.080 -0.082
H -1.451 2.275 -6.668 0.156 -0.025 -0.150
H 0.470 1.057 -7.750 -0.048 0.067 0.047
H 1.910 -0.345 -6.399 0.007 0.072 0.021
H 2.858 -0.638 -3.964 -0.022 0.045 0.125
H 1.585 -0.929 -2.743 0.270 0.216 0.001
H 1.606 -1.927 -4.171 0.408 -0.027 0.037
H -1.692 0.314 0.177 0.040 0.020 0.016
H -2.261 -0.864 2.263 -0.013 -0.016 -0.062
H -0.371 -1.239 3.896 0.145 0.052 0.055
H 1.802 -0.313 3.372 0.036 0.067 -0.196
C 6.983 2.553 -1.325 0.096 -0.028 -0.215
C 6.187 1.659 -1.918 0.088 -0.100 0.206
C 6.410 1.253 -3.323 -0.286 0.151 0.139
O 5.687 0.446 -3.867 0.282 -0.224 -0.272
C 7.553 1.871 -4.046 0.057 0.007 -0.096
C 8.342 2.759 -3.450 0.019 -0.030 -0.047
C 8.114 3.169 -2.038 -0.183 0.084 0.206
O 8.851 3.983 -1.505 0.110 -0.020 -0.101
H 6.834 2.863 -0.299 -0.005 0.001 0.004
H 5.343 1.183 -1.421 -0.371 0.075 0.000
H 7.701 1.560 -5.074 -0.036 -0.001 -0.004
H 9.179 3.223 -3.957 0.006 0.031 0.038
C -4.076 -4.266 4.460 -0.064 -0.115 0.077
C -4.057 -2.956 4.207 -0.082 0.018 -0.074
C -4.983 -2.348 3.225 0.109 -0.022 0.026
O -4.967 -1.153 2.992 -0.095 -0.011 0.032
C -5.933 -3.252 2.534 0.017 0.048 0.017
C -5.952 -4.560 2.786 0.007 -0.073 0.044
C -5.025 -5.165 3.768 0.027 0.120 -0.025
O -5.047 -6.365 4.000 -0.148 0.070 -0.118
H -3.402 -4.731 5.175 -0.100 0.148 -0.195
H -3.369 -2.281 4.701 0.009 0.017 -0.035
H -6.602 -2.789 1.819 0.028 0.032 -0.004
H -6.638 -5.236 2.290 0.018 -0.021 0.009
C 6.312 -4.925 -2.720 -0.018 -0.082 0.023
C 5.014 -5.132 -2.916 0.057 -0.044 0.039
C 4.168 -4.127 -3.611 -0.065 0.151 0.012
O 2.986 -4.328 -3.787 0.040 -0.131 -0.057
C 4.828 -2.882 -4.078 0.148 -0.073 -0.026
C 6.131 -2.679 -3.882 -0.071 -0.065 -0.060
C 6.972 -3.681 -3.191 0.004 0.135 -0.001
O 8.161 -3.502 -3.013 0.010 -0.082 -0.019
H 6.945 -5.644 -2.216 0.031 0.033 0.006
H 4.514 -6.033 -2.583 -0.048 0.028 -0.002
H 4.198 -2.163 -4.581 -0.011 0.039 0.055
H 6.627 -1.778 -4.216 -0.038 0.034 0.048
C -2.432 9.337 0.533 -0.013 -0.047 -0.043
C -2.558 8.299 -0.302 0.028 0.032 0.074
C -1.835 7.036 -0.072 0.007 -0.104 -0.009
O -1.947 6.085 -0.836 -0.088 0.017 -0.052
C -0.969 6.963 1.116 0.020 0.041 0.055
C -0.844 8.001 1.953 -0.058 -0.024 -0.076
C -1.566 9.264 1.724 0.057 0.041 0.086
O -1.455 10.215 2.489 -0.026 0.009 -0.020
H -2.956 10.272 0.378 0.012 0.011 0.023
H -3.190 8.337 -1.181 0.015 -0.019 -0.015
H -0.445 6.027 1.269 0.004 -0.010 -0.056
H -0.210 7.961 2.830 -0.004 0.016 0.004
C -0.904 -8.679 7.609 -0.018 -0.002 -0.008
C -0.883 -7.372 7.359 0.018 0.030 0.009
C -1.811 -6.764 6.375 0.002 -0.074 -0.024
O -1.790 -5.569 6.146 0.142 -0.109 0.190
C -2.763 -7.665 5.682 0.009 0.067 -0.105
C -2.781 -8.974 5.936 0.087 0.027 0.084
C -1.856 -9.583 6.918 -0.058 -0.031 -0.050
O -1.872 -10.777 7.152 0.022 -0.002 0.033
H -0.235 -9.143 8.323 -0.013 -0.034 -0.010
H -0.196 -6.696 7.854 -0.010 0.027 -0.028
H -3.437 -7.199 4.966 0.088 -0.112 0.168
H -3.468 -9.648 5.441 0.011 -0.016 0.006
C -4.634 1.751 1.886 -0.041 -0.039 0.033
C -5.963 1.745 1.952 -0.014 0.050 -0.006
C -6.770 2.794 1.286 -0.001 -0.022 0.004
O -7.986 2.791 1.349 -0.002 0.019 -0.004
C -6.043 3.850 0.540 0.051 -0.009 0.015
C -4.714 3.858 0.470 -0.086 0.124 -0.075
C -3.905 2.806 1.139 0.026 -0.029 -0.038
O -2.700 2.808 1.078 0.049 0.125 0.116
H -4.026 0.994 2.364 0.012 -0.008 -0.023
H -6.510 0.981 2.490 0.009 -0.019 -0.019
H -6.653 4.605 0.060 -0.034 -0.019 0.011
H -4.161 4.619 -0.070 0.081 -0.052 -0.005
```
Positions in Å, forces in eV/Å.

Calculated values
HOMO level: -0.3 eV
Net charge: -2

Strongest force on any atom, record by record: 10.4; 1.9 eV Å⁻¹